Entry from the Open Molecules 2025 dataset: a structure of composition C11H12InN2P in a non-equilibrium geometry (ωB97M-V/def2-TZVPD).

Geometry as XYZ:
```
27
Properties=species:S:1:pos:R:3:forces:R:3
C -0.554 0.773 -3.193 1.05 0.87 0.54
C -1.284 1.999 -3.094 0.88 -0.22 0.72
C -0.370 3.040 -2.740 0.35 -1.56 -0.70
C 0.954 2.491 -2.727 -1.06 -1.10 0.21
C 0.852 1.084 -2.963 -1.25 0.51 0.10
In 0.087 -1.636 -0.775 0.52 2.91 -2.55
P -0.229 -4.178 -0.750 -0.54 -2.88 0.41
H -0.950 -0.215 -3.411 -0.02 0.17 -0.27
H -2.356 2.092 -3.239 0.16 0.08 0.07
H -0.625 4.063 -2.555 -0.08 0.39 -0.07
H 1.660 0.355 -2.976 -0.03 0.23 -0.16
H 1.876 3.024 -2.545 -0.04 0.06 0.05
H 0.912 -4.874 -1.282 -0.69 -0.03 0.32
H -1.334 -4.666 -1.531 0.57 -0.26 0.44
H -0.426 -4.750 0.559 0.06 -0.39 -0.80
N -0.288 0.392 6.186 0.32 -0.17 -2.46
C -0.134 0.317 5.029 -0.22 0.20 2.04
C 0.055 0.213 3.597 0.02 0.06 -0.28
C 1.282 -0.209 3.068 0.38 -0.15 0.35
C 1.402 -0.388 1.702 -1.15 0.66 -0.07
N 0.358 -0.130 0.878 -0.02 0.76 1.57
C -0.820 0.341 1.359 1.37 -0.15 0.32
C -0.991 0.529 2.723 -0.41 0.08 0.15
H 2.134 -0.415 3.720 -0.36 0.07 -0.15
H 2.331 -0.726 1.232 -0.34 0.06 0.14
H -1.598 0.569 0.627 0.22 -0.09 0.12
H -1.943 0.904 3.099 0.32 -0.13 -0.03
```
Positions in Å, forces in eV/Å.

Properties
* E_HOMO (spin up / spin down): -0.20024 / -0.20018 Ha
* E_LUMO (spin up / spin down): -1.6 / -1.6 eV
* total energy: -1067.1270 Ha
* multiplicity: 1
* strongest force on any atom: 0.0759 Eh/bohr
* energy above the lowest of the compared OMol25 structures with the same formula, charge and spin: 64.3 kcal/mol
* charge: 0
* Kohn-Sham gap (spin up / spin down): 3.83 / 3.83 eV

Atom charges from the natural (NBO) analysis, given in e for atoms 1 to 6: -0.388 -0.345 -0.332 -0.333 -0.378 0.762



Entry from the Open Molecules 2025 dataset: an isolated molecule of C11H12N2 in a non-equilibrium geometry (ωB97M-V/def2-TZVPD).

Geometry as XYZ:
```
25
Properties=species:S:1:pos:R:3:forces:R:3
C 0.959 0.547 -3.075 1.25 2.12 1.12
N 0.209 -0.620 -2.716 0.63 -0.20 0.00
C -0.516 -0.559 -1.571 -1.51 1.24 1.64
C -1.888 -0.727 -1.615 -0.37 -0.99 0.90
C -2.694 -0.585 -0.465 0.56 0.31 2.72
N -2.233 -0.210 0.810 1.47 0.06 -4.42
C -0.831 0.068 0.760 -2.03 -0.57 2.38
C -0.254 0.443 2.057 1.04 -0.55 -2.96
C 1.103 0.517 2.207 -0.28 -1.40 -2.24
C 1.727 0.865 3.438 2.81 2.31 4.31
C 2.023 0.136 1.096 -0.23 1.63 2.29
C 1.487 -0.090 -0.103 -0.79 -1.15 -0.44
C 0.006 -0.140 -0.314 2.71 -0.39 -1.18
H 0.382 1.643 -2.992 1.19 -2.91 -0.58
H 1.804 0.606 -2.328 -0.88 0.42 -1.10
H 1.437 0.301 -4.033 -0.36 0.78 0.06
H -0.360 -0.925 -3.461 -0.61 -0.39 -0.87
H -2.283 -1.236 -2.484 -0.44 0.44 -0.25
H -3.783 -0.819 -0.531 1.01 0.25 0.13
H -1.007 0.643 2.753 -0.54 0.31 1.50
H 2.816 0.387 3.589 -2.46 0.98 -0.43
H 1.113 0.586 4.405 1.13 0.81 -1.96
H 1.945 2.086 3.417 -0.58 -3.04 0.41
H 3.154 0.188 1.311 -2.00 -0.37 -0.50
H 2.220 -0.503 -0.798 -0.73 0.29 -0.54
```
Positions in Å, forces in eV/Å.

Properties
* SMILES: CNc1ccnc2cc(C)ccc12
* E_HOMO: -0.30260 Ha
* E_LUMO: 0.5 eV
* total energy: -535.8027 Ha
* multiplicity: 1
* strongest force on any atom: 0.1096 Eh/bohr
* energy above the lowest of the compared OMol25 structures with the same formula, charge and spin: 50.6 kcal/mol
* charge: 0
* Kohn-Sham gap: 8.72 eV

Atom charges from the natural (NBO) analysis, given in e for atoms 1 to 6: -0.417 -0.597 0.246 -0.348 0.060 -0.433



Entry from the Open Molecules 2025 dataset: an isolated molecule of C11H12N2O in a non-equilibrium geometry (ωB97M-V/def2-TZVPD).

Geometry as XYZ:
```
26
Properties=species:S:1:pos:R:3:forces:R:3
C 0.294 -1.176 2.784 -1.83 -0.51 1.00
O 1.168 -0.204 2.358 1.10 -0.63 -2.03
C 1.729 -0.452 1.096 -1.65 1.19 1.64
C 1.148 -1.066 0.084 0.61 0.22 -0.41
C 1.815 -1.265 -1.241 -1.75 0.01 1.05
C 1.258 -0.938 -2.394 0.52 0.57 -0.48
C 0.155 0.010 -2.603 -2.56 -1.21 0.79
C 0.394 1.447 -2.467 -0.26 2.97 -0.57
C -0.335 0.971 -1.504 2.74 -1.21 -4.25
N -1.034 1.050 -0.408 -1.82 0.56 1.59
C -2.133 0.363 -0.019 -2.20 -2.83 -1.16
C -2.616 0.885 1.105 1.19 0.90 -0.13
N -1.834 1.944 1.446 0.55 1.01 0.31
C -0.940 2.032 0.491 1.42 2.22 2.67
H 0.752 -2.086 3.158 0.57 -0.71 -1.10
H -0.620 -1.360 2.124 1.21 0.28 0.96
H 0.041 -0.807 3.752 -1.36 0.59 0.62
H 2.511 0.235 1.087 1.93 0.42 -0.78
H 0.161 -1.441 0.246 -0.46 -0.50 -0.11
H 2.643 -1.889 -1.101 1.44 -0.69 -0.66
H 1.680 -1.145 -3.360 0.70 -0.70 -0.15
H -0.692 -0.408 -3.242 1.18 0.70 0.33
H 0.716 2.386 -3.021 -0.24 -1.58 0.97
H -2.747 -0.350 -0.559 1.03 -0.19 -0.55
H -3.445 0.540 1.635 -1.11 -0.20 0.83
H -0.069 2.724 0.552 -0.94 -0.69 -0.39
```
Positions in Å, forces in eV/Å.

Properties
* SMILES: CO/C=C/C=C\[C@@H]1C=C1n1ccnc1
* E_HOMO: -0.31615 Ha
* E_LUMO: 0.9 eV
* total energy: -610.8957 Ha
* multiplicity: 1
* strongest force on any atom: 0.1011 Eh/bohr
* energy above the lowest of the compared OMol25 structures with the same formula, charge and spin: 155.4 kcal/mol
* charge: 0
* Kohn-Sham gap: 9.54 eV

Atom charges from the natural (NBO) analysis, given in e for atoms 1 to 6: -0.271 -0.505 0.151 -0.351 -0.194 -0.190



Entry from the Open Molecules 2025 dataset: an isolated molecule of C11H12N2O2 in a non-equilibrium geometry (ωB97M-V/def2-TZVPD).

Geometry as XYZ:
```
27
Properties=species:S:1:pos:R:3:forces:R:3
N -1.384 -0.675 3.541 -0.58 0.12 0.14
C -1.861 0.295 2.562 0.44 -0.19 0.01
C -1.099 0.274 1.205 -0.25 0.83 0.47
C -1.984 -0.286 0.092 -0.38 -0.75 0.21
N -1.333 -0.352 -1.229 -1.23 0.17 0.03
C -0.799 0.884 -1.679 1.03 -0.02 0.20
O -1.415 1.869 -2.004 0.44 -0.82 0.57
C 0.704 0.654 -1.611 -1.12 0.06 -0.51
C 1.715 1.559 -1.691 -0.15 1.03 -0.23
C 3.008 1.097 -1.566 0.12 0.83 -0.02
C 3.239 -0.238 -1.362 1.48 -0.38 0.14
C 2.228 -1.163 -1.304 -0.19 -0.89 0.02
C 0.955 -0.692 -1.430 -1.34 -0.42 -0.35
C -0.394 -1.400 -1.389 0.93 0.19 0.09
O -0.655 -2.572 -1.478 0.20 0.72 0.43
H -1.669 -1.618 3.320 0.23 -0.06 -0.04
H -0.386 -0.617 3.677 0.03 -0.15 -0.06
H -1.780 1.278 3.032 0.04 0.02 -0.19
H -2.931 0.137 2.396 0.07 -0.08 0.05
H -0.175 -0.296 1.338 -0.13 -0.16 -0.15
H -0.778 1.306 1.014 -0.10 -0.12 -0.37
H -2.937 0.240 0.028 0.19 0.20 -0.13
H -2.232 -1.315 0.376 -0.07 0.04 -0.23
H 1.467 2.604 -1.831 0.19 0.02 -0.05
H 3.826 1.804 -1.616 0.08 -0.10 0.04
H 4.267 -0.559 -1.241 -0.03 -0.09 -0.01
H 2.405 -2.219 -1.150 0.12 0.01 -0.03
```
Positions in Å, forces in eV/Å.

Properties
* SMILES: NCCCN1C(=O)c2ccccc2C1=O
* E_HOMO: -0.34168 Ha
* E_LUMO: -0.2 eV
* total energy: -686.3593 Ha
* multiplicity: 1
* strongest force on any atom: 0.0299 Eh/bohr
* energy above the lowest of the compared OMol25 structures with the same formula, charge and spin: 28.0 kcal/mol
* charge: 0
* Kohn-Sham gap: 9.06 eV

Atom charges from the natural (NBO) analysis, given in e for atoms 1 to 6: -0.837 -0.214 -0.452 -0.213 -0.518 0.692



Question: Look up the energy above the lowest of the compared OMol25 structures with the same formula, charge and spin of the fourth one.
Answer: 28.0 kcal/mol



Question: What is the charge in the third record?
Answer: 0



Question: Look up the multiplicity of the second one.
Answer: 1



Question: The lowest total energy belongs to which entry?
Answer: C11H12InN2P